No. 1
A structure of composition C37H44FN5S4V at a distorted geometry, computed with ωB97M-V with the def2-TZVPD basis set.

Last column: Mulliken spin population.
Geometry (Å):
V 0.092 0.239 -0.765  2.261
S -0.153 1.790 0.954  -0.063
C 1.273 2.717 0.476  -0.043
N 1.870 3.611 1.279  0.420
N 1.341 3.755 2.483  0.166
C 1.873 4.661 3.395  -0.060
C 2.917 5.513 3.046  0.057
C 3.407 6.400 3.991  -0.024
C 2.874 6.453 5.271  0.056
C 1.832 5.599 5.608  -0.034
C 1.331 4.705 4.679  0.064
N 1.829 2.571 -0.718  0.302
N 1.266 1.592 -1.441  -0.254
C 1.590 1.617 -2.805  -0.115
C 1.412 0.448 -3.547  0.136
C 1.579 0.457 -4.924  0.042
C 1.964 1.622 -5.569  -0.021
C 2.181 2.776 -4.824  0.016
C 1.992 2.784 -3.454  -0.018
H 0.582 3.145 2.772  -0.022
H 3.327 5.467 2.049  0.016
H 4.220 7.060 3.718  -0.002
H 3.266 7.150 5.999  0.004
H 1.405 5.627 6.602  -0.002
H 0.519 4.038 4.943  0.002
H 1.207 -0.494 -3.045  -0.001
H 1.437 -0.457 -5.486  0.001
H 2.109 1.630 -6.641  -0.001
H 2.493 3.686 -5.320  0.001
H 2.134 3.683 -2.872  -0.006
C 1.745 -4.668 -1.236  0.002
C 0.647 -3.670 -1.616  0.023
C -0.028 -4.099 -2.917  -0.003
C -0.332 -3.501 -0.467  -0.010
C -1.275 -4.491 -0.228  -0.004
C -2.169 -4.388 0.825  0.002
C -2.082 -3.315 1.691  -0.005
C -1.117 -2.323 1.521  -0.028
C -0.984 -1.245 2.580  0.027
C -2.221 -0.352 2.638  0.010
C -0.739 -1.848 3.968  0.001
C -0.278 -2.390 0.401  0.040
N 0.680 -1.363 0.102  -0.132
C 1.980 -1.664 0.551  0.127
C 2.227 -2.377 1.727  0.005
C 3.515 -2.667 2.148  -0.001
C 4.608 -2.261 1.399  0.003
C 4.396 -1.576 0.212  0.003
C 3.107 -1.304 -0.187  -0.007
F 2.933 -0.706 -1.386  0.012
H 2.473 -4.760 -2.044  0.000
H 1.316 -5.656 -1.054  0.000
H 2.272 -4.357 -0.335  -0.001
H 1.125 -2.702 -1.789  0.007
H -0.456 -5.100 -2.841  0.000
H 0.701 -4.121 -3.729  0.000
H -0.836 -3.423 -3.196  0.004
H -1.326 -5.349 -0.886  0.000
H -2.914 -5.157 0.985  0.000
H -2.752 -3.257 2.540  0.000
H -0.127 -0.621 2.319  0.005
H -3.103 -0.928 2.931  0.001
H -2.425 0.105 1.671  0.020
H -2.086 0.451 3.363  0.000
H -1.633 -2.356 4.338  0.000
H -0.487 -1.062 4.681  0.000
H 0.073 -2.574 3.970  0.000
H 1.385 -2.721 2.307  -0.001
H 3.659 -3.219 3.067  0.000
H 5.615 -2.480 1.724  0.000
H 5.212 -1.259 -0.423  0.000
C -5.255 -0.078 -0.313  0.003
C -4.824 -1.173 -1.278  0.001
S -3.029 -1.390 -1.442  0.024
C -2.734 -0.911 -3.155  0.023
C -2.784 0.579 -3.438  -0.021
S -1.551 1.500 -2.480  -0.002
C -2.530 2.649 -1.483  -0.001
C -3.393 2.067 -0.377  -0.012
S -5.072 1.615 -0.919  -0.001
H -4.733 -0.174 0.640  0.001
H -6.319 -0.193 -0.100  0.000
H -5.242 -0.995 -2.269  -0.001
H -5.213 -2.130 -0.924  0.000
H -3.433 -1.441 -3.806  0.000
H -1.738 -1.300 -3.384  0.004
H -3.766 0.986 -3.205  -0.004
H -2.571 0.762 -4.493  -0.002
H -3.116 3.258 -2.173  0.002
H -1.767 3.292 -1.044  0.001
H -3.481 2.802 0.424  -0.001
H -2.918 1.181 0.036  0.012

Properties
Multiplicity ... 4
⟨S²⟩ ... 3.878
Energy relative to the best compared isomer or geometry (same formula, charge and spin) ... 21.1 kJ/mol
HOMO (alpha / beta) ... -6.39 / -7.35 eV



No. 2
A cluster of 5 separate species, C37H44N5O13P3 in total at a distorted geometry, computed with ωB97M-V with the def2-TZVPD basis set.

Last column: Löwdin charge in e.
Geometry (Å):
C 6.268 2.185 1.020  -0.139
C 5.625 0.777 1.048  -0.395
P 5.543 -0.176 -0.529  0.975
C 7.079 0.252 -1.427  -0.295
C 4.180 0.724 -1.443  -0.402
C 4.688 1.690 -2.563  -0.429
P 4.126 3.410 -2.364  0.728
O 4.873 4.107 -1.284  -0.420
N 4.416 1.013 -3.858  0.068
C 3.808 -0.254 -3.568  -0.456
O 3.863 -1.205 -4.315  0.097
C 3.152 -0.168 -2.171  -0.493
C 1.848 0.605 -2.480  -0.086
C 1.008 0.944 -1.275  -0.461
O 1.303 0.782 -0.108  0.124
O -0.170 1.505 -1.662  0.082
C -0.892 2.159 -0.631  -0.435
C -0.347 3.511 -0.315  0.032
O -1.860 1.632 -0.156  0.158
P 2.864 -1.904 -1.503  0.985
C 1.070 -2.261 -1.787  -0.258
C 2.946 -1.799 0.335  -0.339
H 7.143 2.209 1.673  0.067
H 6.575 2.482 0.019  0.031
H 5.569 2.938 1.384  0.067
H 6.118 0.111 1.757  0.066
H 4.577 0.870 1.350  0.062
H 7.898 -0.207 -0.864  0.046
H 7.039 -0.217 -2.415  0.047
H 7.298 1.318 -1.529  0.025
H 3.661 1.334 -0.696  0.095
H 5.769 1.837 -2.547  0.077
H 2.732 3.382 -2.147  0.011
H 4.288 4.027 -3.625  0.019
H 3.840 1.545 -4.499  0.118
H 2.026 1.550 -2.996  0.105
H 1.227 0.008 -3.158  0.132
H -0.997 4.019 0.397  0.092
H 0.639 3.404 0.154  0.103
H -0.207 4.088 -1.230  0.097
H 0.986 -3.061 -2.521  0.034
H 0.443 -1.423 -2.100  0.024
H 0.658 -2.618 -0.839  0.018
H 2.177 -2.427 0.795  0.029
H 3.912 -2.210 0.628  -0.004
H 2.888 -0.784 0.735  0.017
O -0.672 6.909 1.919  0.079
N -0.903 7.241 0.776  -0.356
O -0.096 7.203 -0.132  0.069
C -2.262 7.716 0.462  -0.150
C -3.192 7.794 1.482  -0.002
C -4.465 8.252 1.185  -0.063
C -4.787 8.621 -0.115  -0.070
C -3.838 8.530 -1.124  -0.065
C -2.561 8.074 -0.839  -0.005
H -2.927 7.502 2.487  0.120
H -5.205 8.322 1.969  0.109
H -5.781 8.981 -0.341  0.108
H -4.091 8.816 -2.136  0.108
H -1.812 8.001 -1.612  0.118
O 3.699 -3.199 3.065  0.065
N 3.285 -2.380 3.859  -0.346
O 3.770 -1.280 4.030  0.072
C 2.116 -2.750 4.676  -0.146
C 1.574 -4.013 4.526  -0.004
C 0.476 -4.360 5.296  -0.074
C -0.060 -3.447 6.194  -0.067
C 0.502 -2.183 6.329  -0.067
C 1.601 -1.825 5.566  -0.006
H 1.994 -4.710 3.817  0.122
H 0.031 -5.338 5.183  0.107
H -0.922 -3.720 6.788  0.107
H 0.082 -1.473 7.028  0.106
H 2.047 -0.846 5.656  0.117
O -3.017 -5.487 2.957  0.075
N -2.162 -4.749 2.511  -0.345
O -0.967 -4.918 2.650  0.061
C -2.594 -3.552 1.776  -0.149
C -3.947 -3.311 1.616  -0.003
C -4.342 -2.169 0.941  -0.076
C -3.389 -1.287 0.445  -0.055
C -2.037 -1.550 0.617  -0.051
C -1.629 -2.692 1.285  -0.001
H -4.675 -4.004 2.011  0.117
H -5.393 -1.964 0.807  0.099
H -3.701 -0.394 -0.079  0.106
H -1.300 -0.860 0.233  0.088
H -0.581 -2.905 1.431  0.108
O -4.915 -2.412 -3.685  0.086
N -5.519 -2.887 -2.747  -0.340
O -5.680 -2.331 -1.679  0.062
C -6.082 -4.237 -2.906  -0.145
C -5.882 -4.906 -4.098  -0.002
C -6.401 -6.184 -4.236  -0.064
C -7.105 -6.767 -3.191  -0.070
C -7.298 -6.073 -2.003  -0.064
C -6.783 -4.796 -1.853  -0.002
H -5.332 -4.441 -4.901  0.120
H -6.252 -6.725 -5.160  0.108
H -7.504 -7.766 -3.302  0.107
H -7.847 -6.528 -1.191  0.108
H -6.923 -4.246 -0.935  0.117

Properties
Multiplicity ... 1
SMILES string ... CCP(C)[C@H]1[C@H]([PH2]=O)NC(=O)[C@@]1(CC(=O)OC(C)=O)P(C)C.O=[N+]([O-])c1ccccc1.O=[N+]([O-])c1ccccc1.O=[N+]([O-])c1ccccc1.O=[N+]([O-])c1ccccc1
HOMO ... -7.73 eV